1.
Computed, not measured: a cluster of 16 separate species, C63H141O31P5 in total, with the ωB97M-V functional and the def2-TZVPD basis.

Output
**Energy above the lowest of the compared OMol25 structures with the same formula, charge and spin**: 0.0301 eV
**LUMO level**: 0.168 eV
**Energy**: -177544.686 eV
**F_max**: 4.63 eV/Å
**HOMO-LUMO gap**: 8.99 eV

Geometry (Å):
C1 24.939 19.600 12.031
C2 25.455 18.448 11.182
O1 26.226 17.625 11.621
C3 24.807 18.279 9.840
H1 25.510 19.828 12.861
H2 23.920 19.280 12.261
H3 24.901 20.458 11.351
H4 24.763 17.167 9.692
H5 25.440 18.745 9.060
H6 23.791 18.657 9.748
C4 16.721 29.426 16.935
C5 16.980 27.858 16.974
O2 16.575 27.182 17.878
C6 17.908 27.300 15.912
H7 16.267 29.776 16.037
H8 17.757 29.842 17.014
H9 16.278 29.740 17.883
H10 18.822 27.878 16.050
H11 17.549 27.601 14.983
H12 17.971 26.265 16.064
C7 21.618 24.046 7.467
C8 21.284 25.546 7.322
O3 21.858 26.293 6.486
C9 20.279 25.990 8.365
H13 21.517 23.755 8.537
H14 22.480 23.674 6.955
H15 20.704 23.588 6.979
H16 20.232 27.049 8.376
H17 20.590 25.583 9.347
H18 19.283 25.551 8.117
C10 13.697 24.484 13.695
C11 13.149 23.208 14.259
O4 13.881 22.227 14.393
C12 11.694 23.307 14.555
H19 12.919 25.138 13.314
H20 14.331 24.309 12.817
H21 14.455 24.952 14.415
H22 11.254 22.490 15.112
H23 11.211 23.442 13.567
H24 11.672 24.257 15.087
C13 24.665 25.118 9.567
C14 25.332 24.494 10.755
O5 25.577 23.282 10.845
C15 25.632 25.450 11.915
H25 23.855 24.539 9.184
H26 25.446 25.231 8.818
H27 24.406 26.101 9.781
H28 24.664 25.873 12.342
H29 26.348 26.241 11.574
H30 26.085 24.910 12.739
C16 20.844 25.416 18.646
C17 22.266 25.054 18.049
O6 22.655 23.925 17.811
C18 22.948 26.341 17.584
H31 20.145 25.302 17.734
H32 20.873 26.442 19.029
H33 20.466 24.683 19.303
H34 23.330 26.979 18.327
H35 22.214 27.007 17.138
H36 23.718 26.092 16.852
C19 26.952 27.457 15.786
C20 26.309 28.841 15.794
O7 26.631 29.621 14.956
C21 25.397 29.345 16.937
H37 27.834 27.507 16.447
H38 27.323 27.153 14.803
H39 26.346 26.602 16.096
H40 24.389 28.983 16.697
H41 25.535 30.434 17.083
H42 25.688 28.895 17.896
C22 21.665 31.497 17.810
C23 21.571 30.274 16.916
O8 21.494 29.159 17.305
C24 21.746 30.540 15.425
H43 21.034 32.373 17.439
H44 22.702 31.740 17.822
H45 21.342 31.123 18.807
H46 22.257 29.700 14.911
H47 22.276 31.490 15.209
H48 20.695 30.668 15.015
C25 16.976 23.377 14.259
C26 16.890 21.862 14.054
O9 17.055 21.353 12.958
C27 16.434 21.016 15.255
H49 17.368 23.668 15.270
H50 16.038 23.829 14.291
H51 17.524 23.695 13.367
H52 15.399 20.905 15.176
H53 16.627 21.394 16.196
H54 16.905 20.014 15.149
C28 29.446 21.677 10.680
C29 28.298 22.206 9.789
O10 28.253 23.415 9.548
C30 27.325 21.254 9.206
H55 30.123 22.537 10.848
H56 30.100 20.793 10.337
H57 29.126 21.259 11.635
H58 26.344 21.405 9.649
H59 27.614 20.167 9.256
H60 27.260 21.543 8.165
C31 19.744 18.729 10.945
C32 20.801 19.604 11.581
O11 21.844 19.855 10.983
C33 20.490 19.962 13.055
H61 18.938 18.440 11.613
H62 20.232 17.783 10.511
H63 19.325 19.210 10.096
H64 21.395 20.177 13.612
H65 19.927 19.163 13.514
H66 19.919 20.917 13.011
C34 15.095 24.012 7.662
C35 14.667 24.796 8.893
O12 15.595 25.958 8.957
P1 15.985 26.511 10.411
O13 16.550 25.511 11.230
O14 16.818 27.755 10.054
C36 17.643 28.531 10.947
C37 18.876 27.849 11.528
O15 14.595 27.049 10.959
C38 13.646 27.981 10.284
C39 12.441 28.251 11.216
H67 16.168 23.946 7.736
H68 14.621 23.030 7.512
H69 14.847 24.616 6.735
H70 13.718 25.216 8.730
H71 14.715 24.235 9.835
H72 17.800 29.402 10.321
H73 16.959 28.810 11.761
H74 19.463 27.383 10.760
H75 19.472 28.568 12.070
H76 18.610 27.060 12.242
H77 14.177 28.893 9.959
H78 13.262 27.444 9.431
H79 12.835 28.641 12.147
H80 11.774 29.052 10.732
H81 11.976 27.273 11.369
C40 26.315 29.293 9.566
C41 25.724 29.246 10.975
O16 24.942 30.489 11.058
P2 24.030 30.708 12.354
O17 23.603 29.468 12.960
O18 22.890 31.658 11.753
C42 22.177 31.298 10.568
C43 20.874 32.149 10.445
O19 24.865 31.631 13.307
C44 25.279 33.001 12.892
C45 24.211 33.964 13.388
H82 26.841 30.234 9.471
H83 27.048 28.484 9.405
H84 25.526 29.199 8.832
H85 25.117 28.429 11.241
H86 26.528 29.315 11.705
H87 22.913 31.343 9.801
H88 21.801 30.240 10.557
H89 20.257 31.554 9.807
H90 20.410 32.291 11.429
H91 21.072 33.136 10.069
H92 26.280 33.097 13.287
H93 25.529 32.985 11.825
H94 24.484 34.943 13.047
H95 23.286 33.733 12.837
H96 24.042 33.917 14.461
C46 10.400 23.445 7.258
C47 10.257 22.601 8.512
O20 11.454 22.911 9.366
P3 11.237 22.496 10.838
O21 10.269 23.155 11.725
O22 10.873 20.964 10.608
C48 10.572 20.055 11.659
C49 9.144 19.614 11.567
O23 12.692 22.582 11.509
C50 13.805 21.854 10.919
C51 13.947 20.479 11.631
H97 9.597 23.170 6.562
H98 10.287 24.515 7.544
H99 11.442 23.313 6.804
H100 9.323 22.825 9.033
H101 10.504 21.556 8.343
H102 11.370 19.283 11.659
H103 10.745 20.545 12.657
H104 8.916 19.307 10.532
H105 9.004 18.833 12.317
H106 8.520 20.500 11.741
H107 13.582 21.654 9.856
H108 14.616 22.539 11.000
H109 14.908 20.076 11.282
H110 14.006 20.681 12.674
H111 13.073 19.837 11.320
C52 21.327 15.182 17.526
C53 21.393 16.416 16.653
O24 22.781 16.746 16.454
P4 23.133 17.945 15.444
O25 22.374 17.904 14.140
O26 22.688 19.278 16.212
C54 23.466 20.015 17.229
C55 22.500 20.577 18.177
O27 24.663 18.013 15.419
C56 25.359 17.098 14.481
C57 25.633 15.750 15.136
H112 21.627 15.533 18.484
H113 20.304 14.839 17.461
H114 22.098 14.492 17.262
H115 21.076 16.329 15.646
H116 20.994 17.226 17.172
H117 24.097 19.282 17.733
H118 24.116 20.792 16.834
H119 22.053 19.848 18.845
H120 23.007 21.342 18.723
H121 21.791 21.159 17.575
H122 24.794 17.029 13.532
H123 26.295 17.578 14.385
H124 26.062 15.995 16.100
H125 24.729 15.129 15.364
H126 26.319 15.119 14.558
C58 21.670 25.975 14.052
C59 20.427 25.191 14.276
O28 19.876 24.548 13.168
P5 20.793 23.677 12.212
O29 21.593 24.517 11.261
O30 21.703 22.852 13.245
C60 23.078 22.576 12.795
C61 23.868 22.240 14.001
O31 19.750 22.607 11.696
C62 18.675 23.047 10.783
C63 17.950 21.869 10.109
H127 22.534 25.327 13.686
H128 21.577 26.929 13.540
H129 21.935 26.246 15.072
H130 20.633 24.489 15.077
H131 19.579 25.820 14.644
H132 22.979 21.724 12.146
H133 23.307 23.506 12.272
H134 23.765 23.031 14.722
H135 23.482 21.289 14.345
H136 24.884 22.119 13.665
H137 17.977 23.676 11.365
H138 19.185 23.734 10.008
H139 17.863 20.970 10.603
H140 16.988 22.213 9.793
H141 18.448 21.617 9.188

Here are the Löwdin charges for atoms 1 to 8, given in e: number 1, C, carries -0.009; number 2, C, carries -0.496; number 3, O, carries 0.043; number 4, C, carries -0.016; number 5, H, carries 0.056; number 6, H, carries 0.079; number 7, H, carries 0.079; number 8, H, carries 0.101

2.
Computed, not measured: a cluster of 12 separate species, C63H143N7O12 in total, with the ωB97M-V functional and the def2-TZVPD basis.

Output
**Energy above the lowest of the compared OMol25 structures with the same formula, charge and spin**: 4.4911 eV
**LUMO level**: 0.416 eV
**Energy**: -102639.231 eV
**F_max**: 4.85 eV/Å
**HOMO-LUMO gap**: 8.09 eV
**Structure (SMILES)**: CC1(C)CCCC(C)(C)N1O.CC1(C)CCCC(C)(C)N1O.CC1(C)CCCC(C)(C)N1O.CC1(C)CCCC(C)(C)N1O.CC1(C)CCCC(C)(C)N1O.CC1(C)CCCC(C)(C)N1O.CC1(C)CCCC(C)(C)N1O.O.O.O.O.O

Geometry (Å):
C1 -3.461 -6.924 -0.743
C2 -3.366 -5.874 -1.871
C3 -4.507 -6.124 -2.913
C4 -4.722 -4.915 -3.802
C5 -5.154 -3.662 -2.900
C6 -4.063 -3.283 -1.918
N1 -3.538 -4.518 -1.229
O1 -2.544 -4.290 -0.362
C7 -2.995 -2.533 -2.777
C8 -4.698 -2.344 -0.881
C9 -1.923 -5.988 -2.527
H1 -3.353 -7.930 -1.150
H2 -4.421 -6.825 -0.236
H3 -2.768 -6.820 0.092
H4 -4.366 -7.046 -3.477
H5 -5.441 -6.170 -2.353
H6 -5.498 -5.173 -4.523
H7 -3.856 -4.618 -4.394
H8 -6.073 -3.720 -2.317
H9 -5.305 -2.891 -3.655
H10 -2.800 -2.895 -3.786
H11 -3.300 -1.488 -2.839
H12 -2.062 -2.490 -2.216
H13 -5.508 -2.876 -0.381
H14 -4.007 -2.018 -0.103
H15 -5.252 -1.543 -1.370
H16 -1.885 -6.878 -3.155
H17 -1.221 -6.008 -1.694
H18 -1.670 -5.170 -3.201
H19 -3.016 -3.818 0.328
C10 0.612 8.286 -0.872
C11 -0.535 7.344 -0.448
C12 -0.948 6.406 -1.719
C13 0.025 5.182 -1.818
C14 0.066 4.370 -0.574
C15 0.577 5.177 0.647
N2 -0.155 6.455 0.745
O2 0.169 7.194 1.877
C16 0.418 4.350 1.935
C17 2.151 5.365 0.469
C18 -1.727 8.258 0.022
H20 1.507 7.665 -0.933
H21 0.778 9.044 -0.107
H22 0.589 8.722 -1.870
H23 -1.973 6.106 -1.504
H24 -0.846 7.077 -2.572
H25 0.960 5.646 -2.130
H26 -0.140 4.414 -2.573
H27 0.667 3.467 -0.680
H28 -0.914 3.922 -0.413
H29 -0.580 4.136 2.319
H30 0.950 3.399 1.927
H31 0.966 4.923 2.682
H32 2.519 5.867 -0.426
H33 2.543 5.979 1.280
H34 2.611 4.381 0.559
H35 -2.676 7.728 -0.068
H36 -1.623 9.141 -0.609
H37 -1.666 8.589 1.059
H38 1.027 7.581 1.686
C19 1.233 1.013 -2.915
C20 2.276 0.024 -3.579
C21 2.083 0.083 -5.131
C22 2.567 1.416 -5.728
C23 4.023 1.773 -5.241
C24 4.223 1.592 -3.657
N3 3.650 0.321 -3.186
O3 3.933 -0.032 -1.889
C25 5.795 1.681 -3.407
C26 3.758 2.864 -2.864
C27 1.956 -1.486 -3.256
H39 1.442 1.237 -1.869
H40 0.224 0.601 -2.943
H41 1.113 1.997 -3.368
H42 2.668 -0.697 -5.619
H43 1.024 -0.002 -5.374
H44 1.853 2.170 -5.395
H45 2.457 1.373 -6.811
H46 4.409 2.692 -5.683
H47 4.694 1.077 -5.745
H48 5.938 1.679 -2.327
H49 6.272 0.816 -3.868
H50 6.278 2.573 -3.806
H51 3.616 2.618 -1.812
H52 4.473 3.661 -3.070
H53 2.816 3.271 -3.233
H54 0.885 -1.683 -3.292
H55 2.191 -1.939 -2.293
H56 2.533 -2.187 -3.859
H57 4.611 -0.654 -2.163
C28 0.754 -7.758 0.497
C29 1.948 -8.044 -0.457
C30 1.390 -8.791 -1.648
C31 2.291 -8.843 -2.910
C32 2.636 -7.440 -3.254
C33 3.238 -6.618 -2.116
N4 2.445 -6.726 -0.929
O4 2.788 -5.839 0.157
C34 4.705 -6.999 -1.753
C35 3.191 -5.123 -2.587
C36 3.056 -8.821 0.214
H58 0.462 -8.716 0.928
H59 -0.098 -7.347 -0.044
H60 0.985 -7.177 1.390
H61 1.049 -9.774 -1.324
H62 0.423 -8.397 -1.961
H63 1.821 -9.460 -3.675
H64 3.256 -9.244 -2.597
H65 1.685 -7.011 -3.570
H66 3.183 -7.442 -4.197
H67 5.406 -6.902 -2.582
H68 5.180 -6.437 -0.950
H69 4.940 -8.020 -1.452
H70 3.802 -4.460 -1.974
H71 3.483 -5.008 -3.631
H72 2.182 -4.711 -2.570
H73 3.733 -8.190 0.791
H74 3.662 -9.305 -0.551
H75 2.750 -9.703 0.777
H76 2.162 -5.130 -0.006
C37 -5.634 2.453 0.856
C38 -4.830 2.971 -0.328
C39 -5.436 2.554 -1.715
C40 -6.670 3.402 -2.226
C41 -6.323 4.869 -2.103
C42 -5.723 5.374 -0.701
N5 -4.625 4.467 -0.224
O5 -3.924 4.834 0.969
C43 -5.093 6.729 -0.976
C44 -6.892 5.567 0.326
C45 -3.395 2.334 -0.374
H77 -5.410 1.396 0.993
H78 -6.720 2.524 0.787
H79 -5.406 2.821 1.856
H80 -4.631 2.792 -2.409
H81 -5.665 1.493 -1.819
H82 -7.525 3.298 -1.558
H83 -7.089 3.338 -3.230
H84 -7.210 5.445 -2.368
H85 -5.529 5.075 -2.821
H86 -5.695 7.435 -1.548
H87 -5.030 7.330 -0.068
H88 -4.201 6.516 -1.565
H89 -6.631 5.397 1.371
H90 -7.385 6.536 0.252
H91 -7.739 4.911 0.122
H92 -2.807 2.653 -1.235
H93 -3.495 1.249 -0.397
H94 -2.873 2.517 0.566
H95 -3.012 4.976 0.705
C46 -3.095 -2.479 3.349
C47 -3.759 -1.092 3.504
C48 -4.340 -0.965 5.006
C49 -3.244 -0.616 6.008
C50 -2.475 0.678 5.569
C51 -1.880 0.481 4.094
N6 -3.001 0.104 3.181
O6 -2.697 0.174 1.817
C52 -1.492 1.989 3.688
C53 -0.583 -0.327 4.171
C54 -5.079 -1.094 2.709
H96 -2.149 -2.494 3.890
H97 -2.690 -2.650 2.351
H98 -3.774 -3.241 3.730
H99 -5.053 -0.147 5.113
H100 -4.673 -1.948 5.339
H101 -2.469 -1.380 6.072
H102 -3.667 -0.615 7.012
H103 -1.693 0.958 6.274
H104 -3.092 1.570 5.682
H105 -0.843 2.563 4.349
H106 -1.216 2.147 2.645
H107 -2.435 2.531 3.753
H108 -0.702 -1.312 4.622
H109 -0.118 -0.526 3.205
H110 0.214 0.227 4.667
H111 -5.508 -0.092 2.682
H112 -5.831 -1.803 3.054
H113 -4.773 -1.396 1.707
H114 -3.071 1.025 1.577
C55 3.299 2.170 2.496
C56 4.358 1.949 3.625
C57 5.333 0.715 3.357
C58 6.430 0.890 2.342
C59 7.214 2.151 2.767
C60 6.382 3.483 2.943
N7 5.215 3.186 3.906
O7 4.458 4.328 4.124
C61 7.320 4.422 3.819
C62 5.981 4.055 1.584
C63 3.640 1.644 4.985
H115 2.866 3.169 2.558
H116 2.440 1.503 2.426
H117 3.763 2.182 1.510
H118 5.751 0.230 4.239
H119 4.764 -0.102 2.913
H120 5.961 0.941 1.359
H121 7.082 0.018 2.288
H122 7.938 2.283 1.963
H123 7.663 1.951 3.740
H124 7.582 3.919 4.750
H125 8.316 4.610 3.418
H126 6.864 5.406 3.930
H127 5.603 5.050 1.818
H128 6.792 4.230 0.876
H129 5.244 3.455 1.052
H130 2.633 1.237 4.886
H131 3.555 2.512 5.638
H132 4.134 0.885 5.591
H133 4.302 4.226 5.066
O8 1.294 -5.518 3.361
H134 0.958 -6.413 3.413
H135 1.017 -5.208 2.498
O9 0.487 -4.275 1.286
H136 -0.078 -4.673 0.624
H137 0.339 -3.334 1.193
O10 2.949 -2.620 1.785
H138 3.779 -2.579 2.260
H139 2.488 -3.365 2.170
O11 1.923 -0.568 0.261
H140 2.263 -1.087 0.990
H141 2.626 -0.577 -0.388
O12 -0.567 -1.612 0.832
H142 0.186 -1.333 0.310
H143 -0.837 -0.824 1.304

Here are the Löwdin charges for atoms 1 to 8, given in e: number 1, C, carries -0.043; number 2, C, carries -0.443; number 3, C, carries -0.140; number 4, C, carries -0.157; number 5, C, carries -0.128; number 6, C, carries -0.481; number 7, N, carries -0.137; number 8, O, carries -0.019